one | C3H7N2Si | the ωB97M-V functional and the def2-TZVPD basis

The HOMO energy comes out at -11.4 eV. As for the LUMO energy: -7.710 eV. Its charge is +1.

Cartesian coordinates (Å):
C  2.347  -0.806  -0.566
C  1.124  -0.700  0.071
C  2.260  1.085  0.507
N  3.048  0.291  -0.251
N  1.095  0.444  0.743
Si  -3.456  -0.067  -0.385
H  2.707  -1.552  -1.243
H  0.249  -1.453  -0.015
H  2.658  2.124  0.653
H  3.958  0.577  -0.465
H  -1.878  -0.253  -0.023
H  -4.317  0.855  0.432
H  -4.001  -0.758  -1.600

two | C3H7N2Si | the ωB97M-V functional and the def2-TZVPD basis

The HOMO energy (spin up / spin down) comes out at -13.6 / -12.8 eV. As for the LUMO energy (spin up / spin down): -6.760 / -7.662 eV. Its charge is +1.

Cartesian coordinates (Å):
C  -0.134  1.716  0.484
C  -1.402  1.582  0.759
C  0.918  -0.013  -0.967
N  0.836  1.255  -0.448
N  0.229  -0.935  -0.591
Si  -0.307  -2.307  0.277
H  0.239  2.738  0.864
H  -2.413  1.505  0.834
H  1.879  -0.284  -1.527
H  1.438  2.020  -0.692
H  -0.999  -1.419  1.253
H  1.014  -2.989  0.349
H  -1.298  -2.870  -0.595

Most stable: one (next structure +49.6 kcal/mol)

one | C11H16 | the ωB97M-V functional and the def2-TZVPD basis

The HOMO energy comes out at -8.6 eV. As for the LUMO energy: 0.936 eV. Its charge is 0. The structure (SMILES) is CC(C)=C=C[C@@]12CC[C@]1(C)C2.

Cartesian coordinates (Å):
C  2.002  2.092  1.606
C  0.807  2.069  0.712
C  -0.368  3.035  0.907
C  0.673  1.359  -0.412
C  0.463  0.483  -1.347
C  -0.301  -0.759  -1.276
C  -0.236  -1.916  -2.228
C  -0.716  -2.927  -1.106
C  -0.530  -1.730  -0.102
C  -0.010  -1.615  1.264
C  -1.613  -0.748  -0.635
H  2.713  2.863  1.405
H  2.351  1.054  1.648
H  1.507  2.396  2.517
H  0.109  4.050  1.159
H  -0.900  2.867  1.833
H  -0.908  3.095  0.045
H  0.530  0.870  -2.355
H  0.805  -2.185  -2.546
H  -0.899  -1.812  -3.064
H  -1.722  -3.310  -1.277
H  0.129  -3.674  -0.736
H  0.638  -2.381  1.643
H  -0.912  -1.508  1.999
H  0.294  -0.579  1.342
H  -1.699  0.184  -0.078
H  -2.521  -0.939  -1.212

two | C11H16 | the ωB97M-V functional and the def2-TZVPD basis

The HOMO energy comes out at -8.0 eV. As for the LUMO energy: 0.882 eV. Its charge is 0. The structure (SMILES) is CC1=C=C2C[C@@]2(C)[C@H](C)[C@H]1C.

Cartesian coordinates (Å):
C  0.556  1.566  2.437
C  0.758  0.569  1.336
C  1.659  0.645  0.408
C  1.621  0.142  -0.790
C  1.446  -0.963  -1.771
C  0.273  -0.039  -1.424
C  -0.228  0.868  -2.530
C  -0.815  -0.477  -0.315
C  -1.960  0.599  -0.378
C  -0.126  -0.628  1.122
C  0.540  -1.899  1.425
H  1.427  2.368  2.482
H  0.490  1.043  3.385
H  -0.517  1.893  2.457
H  1.878  -0.971  -2.747
H  1.228  -1.887  -1.190
H  0.374  0.809  -3.411
H  -0.254  1.780  -2.135
H  -1.233  0.564  -2.804
H  -1.265  -1.373  -0.584
H  -1.725  1.608  -0.081
H  -2.793  0.224  0.252
H  -2.365  0.622  -1.377
H  -1.011  -0.363  1.796
H  1.437  -2.022  0.981
H  -0.107  -2.753  1.038
H  0.710  -1.925  2.420

Most stable: one (next structure +22.5 kcal/mol)

one | C7H14O4 | the ωB97M-V functional and the def2-TZVPD basis

The HOMO energy comes out at -9.4 eV. As for the LUMO energy: 0.667 eV. Its charge is 0. The structure (SMILES) is CO[C@@H]1CC[C@@H](OO)[C@@H](C)O1.

Cartesian coordinates (Å):
C  3.303  0.117  -0.169
O  2.348  0.038  0.880
C  0.995  -0.069  0.507
C  0.647  -1.465  -0.035
C  -0.504  -1.330  -1.080
C  -1.435  -0.169  -0.848
O  -2.433  -0.439  0.085
O  -1.813  -0.713  1.372
C  -0.636  1.143  -0.720
C  -1.285  2.066  0.316
O  0.735  0.931  -0.427
H  4.288  -0.008  0.313
H  3.234  -0.676  -0.933
H  3.087  1.017  -0.765
H  0.481  0.143  1.471
H  0.331  -2.150  0.780
H  1.539  -1.911  -0.508
H  -1.089  -2.252  -1.128
H  -0.075  -1.160  -2.084
H  -2.068  -0.192  -1.737
H  -2.112  -1.657  1.527
H  -0.621  1.624  -1.714
H  -2.316  2.225  -0.017
H  -0.659  2.976  0.324
H  -1.243  1.729  1.361

two | C7H14O4 | the ωB97M-V functional and the def2-TZVPD basis

The HOMO energy comes out at -9.6 eV. As for the LUMO energy: 0.416 eV. Its charge is 0. The structure (SMILES) is CO[C@H]1CCC[C@@H](OO)CO1.

Cartesian coordinates (Å):
C  -1.134  0.894  -3.410
O  -0.256  0.984  -2.266
C  -0.230  0.373  -0.991
C  -0.138  -1.230  -0.922
C  -0.179  -1.669  0.503
C  0.443  -0.927  1.614
C  0.078  0.605  1.714
O  0.250  1.079  3.027
O  1.659  0.436  3.111
C  0.691  1.443  0.672
O  1.095  0.765  -0.520
H  -2.253  1.257  -2.935
H  -0.665  1.546  -4.348
H  -1.487  -0.137  -3.660
H  -1.144  0.855  -0.330
H  0.923  -1.299  -1.606
H  -0.729  -1.897  -1.402
H  -0.063  -2.718  0.859
H  -1.363  -1.484  0.463
H  1.668  -1.183  1.704
H  0.228  -1.707  2.379
H  -0.852  0.490  1.318
H  1.458  -0.433  3.755
H  1.754  1.717  0.870
H  0.244  2.241  0.404

Most stable: one (next structure +155.6 kcal/mol)

one | C3H7N2S | the ωB97M-V functional and the def2-TZVPD basis

The HOMO energy comes out at -14.4 eV. As for the LUMO energy: -3.658 eV. Its charge is +1.

Cartesian coordinates (Å):
C  -0.429  1.389  0.110
C  -1.042  0.032  0.262
C  1.422  0.315  -0.621
N  0.741  1.435  -0.339
N  -0.043  -0.894  -0.402
S  2.833  -0.145  0.357
H  -1.054  2.226  0.398
H  -1.152  -0.235  1.308
H  -1.859  0.188  -0.283
H  1.392  0.240  -1.797
H  0.124  -1.709  0.175
H  -0.501  -1.164  -1.205
H  2.844  0.983  1.119

two | C3H7N2S | the ωB97M-V functional and the def2-TZVPD basis

The HOMO energy comes out at -13.8 eV. As for the LUMO energy: -5.848 eV. Its charge is +1.

Cartesian coordinates (Å):
C  0.933  -0.244  -1.087
C  0.504  1.001  -0.418
C  0.936  -0.686  0.952
N  1.117  -1.207  -0.263
N  0.629  0.637  0.959
S  -2.545  -0.088  -0.074
H  0.935  -0.439  -2.113
H  1.052  1.887  -0.740
H  -0.538  1.262  -0.711
H  0.982  -1.337  1.918
H  -2.240  -1.016  -0.916
H  0.374  1.311  1.670
H  -2.139  -1.081  0.824

three | C3H7N2S | the ωB97M-V functional and the def2-TZVPD basis

The HOMO energy comes out at -12.3 eV. As for the LUMO energy: -3.931 eV. Its charge is +1.

Cartesian coordinates (Å):
C  1.140  -0.737  0.020
C  -2.357  0.676  -0.343
C  -2.639  1.727  0.353
N  1.560  -0.261  -1.143
N  1.961  -1.292  0.920
S  -2.096  -0.668  -1.095
H  0.027  -0.578  0.205
H  -1.933  2.421  0.544
H  -3.532  1.861  0.974
H  0.727  -0.077  -1.724
H  2.537  -0.201  -1.395
H  1.648  -1.635  1.841
H  2.957  -1.236  0.844

four | C3H7N2S | the ωB97M-V functional and the def2-TZVPD basis

The HOMO energy comes out at -14.9 eV. As for the LUMO energy: -4.286 eV. Its charge is +1.

Cartesian coordinates (Å):
C  0.324  0.742  0.313
C  1.529  1.146  -0.671
C  -0.789  -1.404  -0.470
N  -1.057  -0.062  1.602
N  -0.522  -0.266  0.349
S  -0.205  1.427  1.804
H  1.124  1.345  -1.661
H  2.002  2.031  -0.271
H  2.227  0.315  -0.718
H  -0.243  -1.305  -1.405
H  -0.480  -2.320  0.039
H  -1.858  -1.465  -0.677
H  -2.053  -0.183  1.765

Most stable: three (next structure +5.0 kcal/mol)

one | C5H14N2 | the ωB97M-V functional and the def2-TZVPD basis

The HOMO energy comes out at -21.7 eV. As for the LUMO energy: -9.873 eV. Its charge is +2. The structure (SMILES) is C/[NH+]=C/[N+](C)(C)C.

Cartesian coordinates (Å):
C  -2.926  -0.350  -0.228
N  -1.574  0.071  -0.220
C  -0.790  -0.106  0.710
N  0.909  0.062  0.184
C  1.139  -1.125  -0.591
C  1.741  0.269  1.416
C  1.031  1.221  -0.722
H  -3.425  -0.231  0.664
H  -2.956  -1.350  -0.488
H  -3.547  0.257  -0.979
H  -1.248  0.473  -1.177
H  -0.990  -0.542  1.724
H  0.686  -0.876  -1.593
H  2.196  -1.272  -0.698
H  0.596  -2.016  -0.233
H  1.480  -0.402  2.163
H  2.912  0.139  1.386
H  1.598  1.245  1.741
H  0.531  2.239  -0.424
H  2.087  1.293  -0.905
H  0.548  1.001  -1.729

two | C5H14N2 | the ωB97M-V functional and the def2-TZVPD basis

The HOMO energy comes out at -18.6 eV. As for the LUMO energy: -6.868 eV. Its charge is +2. The structure (SMILES) is C[C@H]([NH3+])C/C=C/[NH3+].

Cartesian coordinates (Å):
C  -0.934  -0.861  2.517
C  -0.134  -0.028  1.542
N  -0.915  1.314  1.347
C  0.008  -0.694  0.194
C  0.786  -0.034  -0.895
C  0.548  -0.284  -2.179
N  1.323  0.306  -3.280
H  -0.841  -0.506  3.544
H  -2.024  -0.775  2.398
H  -0.738  -1.915  2.367
H  0.781  0.337  1.997
H  -0.322  2.117  1.213
H  -1.461  1.569  2.167
H  -1.633  1.217  0.623
H  -0.909  -1.157  -0.199
H  0.498  -1.670  0.364
H  1.598  0.631  -0.602
H  -0.151  -1.048  -2.493
H  0.830  1.117  -3.648
H  1.499  -0.333  -4.057
H  2.191  0.698  -2.920

Most stable: two (next structure +92.6 kcal/mol)